## one
{
  "formula": "C5H17N2O",
  "method": "ωB97M-V with the def2-TZVPD basis set",
  "charge": 1,
  "homo_ev": -12.67,
  "species": ["N", "C", "C", "N", "C", "C", "C", "H", "H", "H", "H", "H", "H", "H", "H", "H", "H", "H", "H", "H", "H", "H", "H", "H", "O"],
  "coordinates": [[2.118, -0.284, -0.235], [1.948, 0.444, 1.053], [0.414, 0.521, 1.558], [-0.363, -0.326, 0.641], [-1.179, 0.548, -0.242], [-2.399, -0.185, -0.914], [-1.089, -1.426, 1.326], [1.336, -0.110, -0.873], [3.041, -0.180, -0.658], [2.062, -1.288, -0.036], [2.566, -0.016, 1.824], [2.303, 1.468, 0.999], [-0.059, 1.501, 1.503], [0.267, 0.437, 2.642], [-0.557, 0.943, -1.036], [-1.582, 1.425, 0.331], [-2.673, 0.558, -1.680], [-1.955, -1.079, -1.329], [-3.251, -0.346, -0.250], [-0.360, -1.951, 1.946], [-1.339, -2.228, 0.638], [-1.994, -1.094, 1.816], [1.058, 1.605, -2.776], [0.490, 0.410, -3.433], [1.198, 0.652, -2.815]],
  "nbo_charge": [-0.682, -0.253, -0.245, -0.505, -0.209, -0.622, -0.419, 0.487, 0.444, 0.439, 0.229, 0.232, 0.214, 0.237, 0.177, 0.178, 0.224, 0.209, 0.229, 0.208, 0.211, 0.198, 0.484, 0.494, -0.959]
}

***

## two
{
  "formula": "C5H17N2O",
  "method": "ωB97M-V with the def2-TZVPD basis set",
  "charge": 1,
  "homo_ev": -12.48,
  "species": ["C", "C", "C", "C", "N", "C", "N", "H", "H", "H", "H", "H", "H", "H", "H", "H", "H", "H", "H", "H", "H", "H", "H", "H", "O"],
  "coordinates": [[0.501, -1.993, -0.617], [1.482, -1.061, -1.372], [0.853, 0.405, -1.355], [-0.067, 0.806, -0.231], [0.572, 1.395, 0.995], [1.585, 2.406, 0.672], [0.928, -1.898, 0.878], [0.625, -2.965, -1.115], [-0.580, -1.841, -0.733], [2.509, -1.089, -1.074], [1.374, -1.353, -2.427], [0.332, 0.372, -2.305], [1.620, 1.127, -1.580], [-0.725, -0.017, 0.088], [-0.666, 1.660, -0.645], [-0.114, 1.867, 1.583], [2.242, 2.623, 1.520], [1.050, 3.391, 0.542], [2.226, 2.189, -0.157], [1.875, -2.292, 0.881], [0.410, -2.415, 1.586], [1.149, -0.930, 1.153], [-5.532, 0.036, -0.124], [-4.845, 0.739, 1.143], [-5.028, -0.083, 0.679]],
  "nbo_charge": [-0.232, -0.436, -0.433, -0.248, -0.667, -0.436, -0.704, 0.248, 0.243, 0.224, 0.245, 0.234, 0.232, 0.187, 0.207, 0.381, 0.216, 0.187, 0.200, 0.434, 0.449, 0.468, 0.483, 0.478, -0.960]
}

***

Which structure loses on stability? two does.

***

## one
{
  "formula": "CH9N4",
  "method": "ωB97M-V with the def2-TZVPD basis set",
  "charge": 1,
  "homo_ev": -13.98,
  "species": ["C", "N", "N", "N", "N", "H", "H", "H", "H", "H", "H", "H", "H", "H"],
  "coordinates": [[0.876, -0.924, -0.379], [0.632, 0.319, -1.151], [-0.997, 1.264, 0.396], [0.051, -1.021, 0.831], [-1.085, -0.553, 0.620], [0.713, -1.643, -1.095], [2.007, -1.041, -0.205], [1.405, 0.912, -1.004], [-0.246, 1.037, -0.172], [-0.675, 1.620, 1.288], [-1.860, 1.557, -0.119], [0.548, -1.213, 1.813], [-1.701, -0.690, 1.380], [0.333, 0.377, -2.204]],
  "nbo_charge": [-0.090, -0.876, -0.768, -0.347, -0.205, 0.221, 0.223, 0.386, 0.400, 0.401, 0.433, 0.402, 0.384, 0.436]
}

***

## two
{
  "formula": "CH9N4",
  "method": "ωB97M-V with the def2-TZVPD basis set",
  "charge": 1,
  "homo_ev": -14.00,
  "smiles": "NN(N)C[NH3+]",
  "species": ["N", "N", "N", "C", "N", "H", "H", "H", "H", "H", "H", "H", "H", "H"],
  "coordinates": [[-1.553, -0.237, 0.876], [-0.707, -0.370, -0.160], [0.335, -1.442, 0.226], [0.013, 0.803, -0.747], [1.460, 0.687, -0.307], [-2.578, -0.109, 0.577], [-1.419, 0.369, 1.715], [0.008, -1.900, 0.989], [0.060, -2.064, -0.549], [-0.512, 1.672, -0.336], [-0.105, 0.761, -1.820], [2.025, 0.484, -1.052], [1.726, 1.486, 0.253], [1.247, -0.141, 0.335]],
  "nbo_charge": [-0.692, -0.145, -0.708, -0.096, -0.710, 0.393, 0.360, 0.388, 0.406, 0.236, 0.233, 0.434, 0.439, 0.463]
}

***

Which structure loses on stability? one does.

***

## one
{
  "formula": "C21H27N3O4S",
  "method": "ωB97M-V with the def2-TZVPD basis set",
  "homo_ev": -8.62,
  "smiles": "CC(C)Oc1ccc(C(=O)Nc2ccc(S(=O)(=O)N3CCN(C)CC3)cc2)cc1",
  "species": ["C", "C", "C", "O", "C", "C", "C", "C", "C", "O", "N", "C", "C", "C", "C", "S", "O", "O", "N", "C", "C", "N", "C", "C", "C", "C", "C", "C", "C", "H", "H", "H", "H", "H", "H", "H", "H", "H", "H", "H", "H", "H", "H", "H", "H", "H", "H", "H", "H", "H", "H", "H", "H", "H", "H", "H"],
  "coordinates": [[-5.205, -3.035, -1.175], [-5.989, -2.368, -0.045], [-6.688, -3.406, 0.828], [-5.117, -1.650, 0.821], [-4.623, -0.444, 0.468], [-3.737, 0.130, 1.389], [-3.158, 1.352, 1.145], [-3.452, 2.047, -0.029], [-2.899, 3.394, -0.301], [-3.564, 4.305, -0.748], [-1.583, 3.621, 0.037], [-0.542, 2.731, 0.273], [-0.514, 1.453, -0.291], [0.541, 0.604, -0.025], [1.579, 1.027, 0.784], [2.922, -0.106, 1.104], [2.385, -1.368, 1.520], [3.868, 0.543, 1.972], [3.496, -0.301, -0.464], [4.085, -1.590, -0.758], [5.517, -1.676, -0.236], [6.311, -0.609, -0.824], [7.705, -0.716, -0.452], [5.760, 0.683, -0.443], [4.316, 0.795, -0.931], [1.586, 2.301, 1.320], [0.530, 3.154, 1.063], [-4.364, 1.499, -0.923], [-4.935, 0.262, -0.693], [-4.484, -3.732, -0.755], [-4.666, -2.297, -1.764], [-5.884, -3.577, -1.827], [-6.743, -1.684, -0.459], [-7.385, -3.987, 0.231], [-5.950, -4.072, 1.267], [-7.230, -2.914, 1.631], [-3.524, -0.415, 2.294], [-2.487, 1.779, 1.876], [-1.337, 4.604, 0.055], [-1.315, 1.134, -0.938], [0.579, -0.389, -0.440], [4.073, -1.723, -1.844], [3.458, -2.345, -0.283], [5.495, -1.608, 0.866], [5.957, -2.634, -0.522], [8.088, -1.679, -0.789], [8.266, 0.075, -0.948], [7.864, -0.633, 0.634], [5.776, 0.823, 0.650], [6.362, 1.467, -0.909], [4.291, 0.783, -2.025], [3.865, 1.722, -0.571], [2.416, 2.600, 1.940], [0.523, 4.150, 1.480], [-4.616, 2.053, -1.815], [-5.626, -0.133, -1.421]],
  "nbo_charge": [-0.636, 0.099, -0.614, -0.512, 0.413, -0.286, -0.149, -0.208, 0.676, -0.583, -0.619, 0.187, -0.268, -0.092, -0.381, 2.315, -0.940, -0.950, -0.673, -0.237, -0.245, -0.442, -0.405, -0.252, -0.234, -0.160, -0.256, -0.132, -0.340, 0.216, 0.216, 0.215, 0.172, 0.212, 0.214, 0.220, 0.229, 0.223, 0.412, 0.234, 0.229, 0.206, 0.239, 0.176, 0.206, 0.200, 0.200, 0.167, 0.196, 0.203, 0.209, 0.216, 0.245, 0.218, 0.230, 0.221]
}

***

## two
{
  "formula": "C21H27N3O4S",
  "method": "ωB97M-V with the def2-TZVPD basis set",
  "homo_ev": -8.23,
  "smiles": "COc1ccc(CN2CCNC(=O)[C@H]2CC(=O)NCc2ccc(C)s2)c(OC)c1",
  "species": ["C", "O", "C", "C", "C", "C", "C", "N", "C", "C", "N", "C", "O", "C", "C", "C", "O", "N", "C", "C", "C", "C", "C", "C", "S", "C", "O", "C", "C", "H", "H", "H", "H", "H", "H", "H", "H", "H", "H", "H", "H", "H", "H", "H", "H", "H", "H", "H", "H", "H", "H", "H", "H", "H", "H", "H"],
  "coordinates": [[0.651, -2.695, -6.220], [1.217, -3.137, -5.011], [0.599, -2.795, -3.844], [-0.553, -2.030, -3.744], [-1.070, -1.752, -2.487], [-0.477, -2.217, -1.331], [-1.024, -1.885, 0.030], [-0.123, -0.969, 0.713], [-0.042, 0.345, 0.120], [1.277, 0.955, 0.574], [1.303, 0.957, 2.016], [0.620, 0.119, 2.807], [0.648, 0.239, 4.024], [-0.229, -0.963, 2.148], [-1.665, -0.858, 2.752], [-2.324, 0.476, 2.464], [-3.117, 0.649, 1.557], [-1.973, 1.455, 3.329], [-2.347, 2.837, 3.090], [-1.382, 3.501, 2.162], [-1.473, 3.618, 0.812], [-0.337, 4.225, 0.227], [0.621, 4.560, 1.130], [1.934, 5.216, 0.889], [0.131, 4.128, 2.742], [0.687, -2.997, -1.437], [1.218, -3.440, -0.266], [2.383, -4.225, -0.310], [1.213, -3.277, -2.687], [1.296, -3.081, -7.007], [-0.362, -3.088, -6.358], [0.626, -1.602, -6.277], [-1.054, -1.647, -4.618], [-1.968, -1.156, -2.410], [-2.037, -1.466, -0.069], [-1.067, -2.801, 0.623], [-0.877, 1.002, 0.408], [-0.044, 0.236, -0.965], [2.107, 0.354, 0.182], [1.377, 1.982, 0.215], [1.863, 1.651, 2.493], [0.175, -1.924, 2.501], [-1.570, -0.994, 3.830], [-2.288, -1.651, 2.340], [-1.222, 1.280, 3.984], [-3.337, 2.826, 2.625], [-2.392, 3.357, 4.050], [-2.329, 3.283, 0.255], [-0.240, 4.405, -0.829], [2.748, 4.631, 1.316], [1.960, 6.204, 1.350], [2.102, 5.327, -0.180], [2.622, -4.456, 0.727], [2.221, -5.158, -0.860], [3.219, -3.681, -0.760], [2.102, -3.872, -2.815]],
  "nbo_charge": [-0.251, -0.495, 0.321, -0.305, -0.186, -0.107, -0.226, -0.456, -0.242, -0.217, -0.599, 0.689, -0.674, -0.119, -0.510, 0.678, -0.647, -0.623, -0.263, -0.199, -0.247, -0.280, -0.173, -0.643, 0.400, 0.341, -0.493, -0.250, -0.349, 0.199, 0.177, 0.176, 0.213, 0.216, 0.197, 0.212, 0.199, 0.222, 0.192, 0.210, 0.410, 0.231, 0.243, 0.234, 0.425, 0.243, 0.213, 0.237, 0.222, 0.218, 0.226, 0.226, 0.200, 0.177, 0.177, 0.228]
}

***

Which structure loses on stability? one does.

***

## one
{
  "formula": "C6H16O4",
  "method": "ωB97M-V with the def2-TZVPD basis set",
  "homo_ev": -9.05,
  "smiles": "C/C=C/CCC=O.O.O.O",
  "species": ["C", "C", "C", "C", "C", "C", "O", "H", "H", "H", "H", "H", "H", "H", "H", "H", "H", "O", "H", "H", "O", "H", "H", "O", "H", "H"],
  "coordinates": [[0.317, 1.479, 2.570], [-0.139, 1.139, 1.240], [-0.333, 2.050, 0.240], [-1.199, 1.854, -0.946], [-0.914, 0.573, -1.785], [0.201, 0.860, -2.716], [1.208, 0.070, -2.822], [1.286, 2.024, 2.563], [0.443, 0.592, 3.284], [-0.492, 2.078, 3.159], [-0.521, 0.173, 1.175], [0.145, 3.056, 0.290], [-1.139, 2.714, -1.595], [-2.314, 1.737, -0.672], [-1.814, 0.412, -2.380], [-0.723, -0.367, -1.198], [0.160, 1.862, -3.253], [0.488, -3.060, 1.396], [0.419, -2.145, 1.154], [0.717, -3.489, 0.545], [1.890, -1.795, -0.298], [2.657, -2.087, 0.089], [1.972, -1.714, -1.235], [-1.781, -1.413, 1.929], [-1.975, -1.916, 2.689], [-0.865, -1.075, 2.129]],
  "nbo_charge": [-0.659, -0.158, -0.196, -0.429, -0.510, 0.435, -0.563, 0.229, 0.208, 0.226, 0.174, 0.198, 0.209, 0.226, 0.236, 0.244, 0.126, -0.950, 0.469, 0.478, -0.965, 0.473, 0.495, -0.921, 0.472, 0.452]
}

***

## two
{
  "formula": "C6H16O4",
  "method": "ωB97M-V with the def2-TZVPD basis set",
  "homo_ev": -8.48,
  "smiles": "CC(C)=C/C=C/O.O.O.O",
  "species": ["C", "C", "C", "C", "C", "C", "O", "H", "H", "H", "H", "H", "H", "H", "H", "H", "H", "O", "H", "H", "O", "H", "H", "O", "H", "H"],
  "coordinates": [[1.359, 2.397, -1.187], [0.348, 1.372, -0.653], [-1.008, 1.906, -0.297], [0.880, 0.193, -0.379], [0.067, -0.799, 0.315], [-0.939, -1.489, -0.232], [-1.599, -2.651, 0.331], [0.915, 2.954, -2.125], [1.577, 3.066, -0.259], [2.299, 1.944, -1.517], [-1.379, 2.904, -0.550], [-1.312, 1.621, 0.833], [-1.657, 1.128, -0.883], [1.825, -0.149, -0.630], [0.406, -1.008, 1.300], [-1.370, -1.265, -1.220], [-0.940, -3.315, 0.835], [1.662, 2.292, 1.887], [2.560, 2.080, 2.022], [1.311, 1.452, 1.623], [0.081, -2.872, -2.733], [-0.010, -2.525, -3.626], [1.029, -2.799, -2.817], [-1.020, -0.052, 2.561], [-1.402, -0.773, 1.932], [-1.083, -0.540, 3.311]],
  "nbo_charge": [-0.652, 0.068, -0.694, -0.303, -0.321, 0.134, -0.741, 0.202, 0.255, 0.204, 0.238, 0.262, 0.228, 0.208, 0.216, 0.193, 0.485, -0.930, 0.459, 0.477, -0.913, 0.459, 0.458, -0.933, 0.484, 0.457]
}

***

Which structure loses on stability? two does.

***

## one
{
  "formula": "C4HClN2",
  "method": "ωB97M-V with the def2-TZVPD basis set",
  "homo_ev": -9.36,
  "species": ["C", "C", "C", "C", "N", "N", "Cl", "H"],
  "coordinates": [[1.044, -0.260, -0.722], [2.489, 0.217, -0.553], [-0.202, -0.276, -0.184], [-2.397, 0.032, 0.756], [-3.453, 0.330, 1.097], [-1.217, -0.383, 0.450], [2.715, 1.142, 0.827], [1.021, -0.802, -1.671]],
  "nbo_charge": [-0.608, -0.011, 0.639, 0.396, -0.271, -0.458, 0.044, 0.269]
}

***

## two
{
  "formula": "C4HClN2",
  "method": "ωB97M-V with the def2-TZVPD basis set",
  "homo_ev": -10.47,
  "smiles": "N#C/C=C(\\Cl)C#N",
  "species": ["N", "C", "C", "C", "Cl", "C", "N", "H"],
  "coordinates": [[-0.413, 2.132, 1.936], [-0.211, 1.584, 0.913], [0.180, 0.730, -0.143], [-0.035, -0.609, 0.090], [-0.450, -1.357, 1.477], [0.219, -1.458, -0.986], [0.266, -1.991, -2.063], [0.445, 0.968, -1.224]],
  "nbo_charge": [-0.248, 0.224, -0.273, -0.146, 0.172, 0.216, -0.230, 0.285]
}

***

Which structure loses on stability? one does.

***

## one
{
  "formula": "C2H6N2O2S",
  "method": "ωB97M-V with the def2-TZVPD basis set",
  "homo_ev": [-9.25, -9.86],
  "species": ["C", "C", "N", "N", "O", "O", "S", "H", "H", "H", "H", "H", "H"],
  "coordinates": [[1.279, 0.087, -0.416], [-0.044, 0.638, -0.921], [1.319, -0.137, 0.965], [-1.200, -0.634, 0.978], [-0.689, -1.901, -1.008], [-1.641, 0.541, 1.658], [-1.318, -0.654, -0.635], [1.800, -0.598, -1.185], [1.924, 0.953, -0.519], [-0.499, 1.480, -0.406], [-0.059, 1.052, -1.896], [1.452, -1.077, 1.062], [-2.326, 0.249, 2.324]],
  "nbo_charge": [-0.328, -0.603, -0.391, -0.331, -0.947, -0.561, 1.439, 0.206, 0.236, 0.238, 0.238, 0.314, 0.489]
}

***

## two
{
  "formula": "C2H6N2O2S",
  "method": "ωB97M-V with the def2-TZVPD basis set",
  "homo_ev": [-8.04, -7.50],
  "species": ["C", "C", "N", "N", "O", "O", "S", "H", "H", "H", "H", "H", "H"],
  "coordinates": [[0.289, 0.895, -0.021], [1.041, -0.183, 0.552], [-2.675, 0.042, -0.694], [1.508, -1.183, -0.198], [-0.160, 1.980, 0.769], [0.014, 1.039, -1.198], [-2.039, -0.827, 0.533], [1.272, -0.149, 1.642], [-2.936, -0.438, -1.473], [-2.593, 0.968, -0.756], [2.426, -1.574, 0.047], [0.016, 2.000, 1.766], [1.343, -1.175, -1.272]],
  "nbo_charge": [0.666, -0.085, -0.860, -0.749, -0.728, -0.620, 0.119, 0.202, 0.372, 0.381, 0.394, 0.485, 0.421]
}

***

Which structure loses on stability? one does.